A cluster of 7 separate species, C16H40NO23S6 in total at a distorted geometry. Source: the Open Molecules 2025 dataset; level of theory: wB97M-V/def2-TZVPD.

ORCA input file:
```
! wB97M-V def2-TZVPD RIJCOSX def2/J DEFGRID3
* xyz -1 1
N -0.13414 -0.73383 -0.40400
O 0.83083 -1.48543 -0.30316
O -1.18254 -1.10962 -0.97795
O -0.11775 0.40130 0.14376
C -3.44776 1.62894 -0.23251
C -4.09805 1.77938 -1.59515
O -5.49940 1.68543 -1.43749
S -5.84419 0.79384 -0.15029
O -5.97149 -0.57413 -0.51792
O -6.89539 1.39285 0.58668
O -4.45096 1.01051 0.59543
H -3.14830 2.56173 0.25235
H -2.50944 1.06384 -0.28228
H -3.69573 1.01219 -2.26316
H -3.83282 2.71670 -2.08446
C 0.46346 3.35668 3.88472
C -0.27921 2.26129 3.10993
O -0.47280 1.22290 4.07223
S 0.80404 1.12002 5.01303
O 1.87993 0.44444 4.38293
O 0.34385 0.69720 6.28673
O 1.11676 2.68960 5.00355
H -0.22145 4.05981 4.36122
H 1.26516 3.89450 3.39066
H 0.32899 1.84316 2.30428
H -1.22028 2.63790 2.72403
O 2.95365 -0.45941 -4.84306
S 1.59864 -0.81403 -4.57581
O 1.23800 -1.69602 -3.51987
O 0.77955 0.55547 -4.47643
C -0.57906 0.41840 -4.00999
C -1.24682 1.77998 -4.15976
C 0.96359 -1.47818 -6.11457
H -0.53507 0.19659 -2.94439
H -1.11961 -0.34901 -4.56437
H -0.79796 2.39335 -3.37612
H -2.32624 1.70564 -4.04302
H -1.05895 2.24843 -5.12733
H -0.04356 -1.86090 -5.98332
H 1.65154 -2.24263 -6.46183
H 0.98652 -0.63631 -6.80475
O 5.11017 -2.56701 -2.36901
S 4.44922 -3.22081 -1.28900
O 3.19908 -3.87747 -1.45278
O 5.50255 -4.29960 -0.69668
C 5.10846 -5.01777 0.48648
C 6.10176 -6.15003 0.67344
C 4.35257 -2.06933 0.06384
H 4.09748 -5.40067 0.35593
H 5.21315 -4.32911 1.32745
H 6.03432 -6.80232 -0.19658
H 5.83781 -6.69618 1.58048
H 7.12043 -5.78653 0.79642
H 5.26877 -1.51189 0.23018
H 3.97664 -2.58797 0.93782
H 3.61893 -1.35427 -0.32009
O 1.32151 5.83785 1.21729
S 2.30662 4.92735 0.71342
O 2.91673 3.95795 1.56004
O 1.70799 4.11616 -0.53005
C 0.54487 4.70154 -1.15115
C -0.72531 4.20552 -0.50686
C 3.59034 5.82633 -0.14432
H 0.54291 4.37032 -2.19234
H 0.60146 5.78805 -1.22265
H -0.82617 3.11972 -0.51542
H -1.58050 4.62198 -1.05212
H -0.84160 4.58090 0.51079
H 4.22787 6.33173 0.57510
H 3.06029 6.59846 -0.70241
H 4.08288 5.11081 -0.79231
O -2.23093 -4.51236 0.42261
S -3.33201 -4.13256 1.23097
O -4.32163 -5.08904 1.63962
O -2.71961 -3.47520 2.57922
C -3.43612 -3.67687 3.80546
C -3.02507 -2.58465 4.77171
C -4.09051 -2.66149 0.58526
H -3.18409 -4.65280 4.22459
H -4.50655 -3.62336 3.61027
H -3.41159 -2.79646 5.77128
H -3.41293 -1.63797 4.39626
H -1.94924 -2.50761 4.92977
H -5.07512 -2.53274 1.02822
H -4.30397 -2.83489 -0.46923
H -3.39739 -1.83822 0.72057
*
```

Summary:
HOMO energy: -0.198 Eh
frontier orbital gap: 0.2620 hartree

***

A cluster of 13 separate species, H26O13 in total at a distorted geometry. Source: the Open Molecules 2025 dataset; level of theory: wB97M-V/def2-TZVPD.

ORCA input file:
```
! wB97M-V def2-TZVPD RIJCOSX def2/J DEFGRID3
* xyz 1 2
O -0.13565 -0.07899 -0.09586
H 0.81523 0.03086 -0.09531
H -0.26875 -1.01738 -0.22975
O 1.05801 -2.00211 2.16985
H 1.48076 -2.71503 1.69104
H 1.45947 -2.02524 3.03849
O 0.29407 3.02087 0.87702
H 0.40920 3.95820 1.03320
H 1.09594 2.62117 1.21388
O -2.15945 -2.65614 -1.80881
H -1.35028 -2.98208 -1.41483
H -2.49151 -3.39397 -2.32027
O -2.75824 0.56106 -2.31565
H -2.36160 -0.15755 -2.80812
H -2.02122 0.98862 -1.87951
O -1.49068 -0.49081 2.76539
H -0.88728 -0.92544 2.16270
H -0.94663 -0.24413 3.51333
O 0.54187 -2.52868 -0.90957
H 0.56048 -2.34741 -1.84926
H 1.35082 -3.01230 -0.74238
O -0.25200 2.84384 -1.79586
H -0.26547 2.47923 -0.91093
H 0.67678 2.97262 -1.98824
O 3.43918 -0.18515 2.37561
H 2.60038 -0.31433 2.81826
H 3.21754 0.29180 1.57586
O -3.33804 -0.99033 -0.03433
H -3.53645 -0.28024 -0.64478
H -2.94508 -1.67232 -0.57905
O 2.68736 1.21872 0.28564
H 3.37273 1.26906 -0.38067
H 2.75255 2.04753 0.76005
O -2.31759 2.13192 1.53370
H -2.44024 1.18309 1.56445
H -1.42404 2.24804 1.21071
O 1.58604 -0.21399 -2.68298
H 1.45499 0.68726 -2.38834
H 2.53678 -0.32027 -2.71468
*
```

Summary:
HOMO energy (alpha / beta): -0.488 / -0.484 Eh
frontier orbital gap (alpha / beta): 0.3601 / 0.1162 hartree
expectation value of S²: 0.7570

***

A structure of composition C12H23NO3Si at a distorted geometry. Source: the Open Molecules 2025 dataset; level of theory: wB97M-V/def2-TZVPD.

ORCA input file:
```
! wB97M-V def2-TZVPD RIJCOSX def2/J DEFGRID3
* xyz 0 1
O 0.66840 -1.64431 0.56686
O -1.75875 -0.36450 -0.19963
O 0.02068 0.90322 1.49310
N -1.37462 -1.36930 2.72997
C 0.86748 -1.78177 1.87002
C -2.35852 -1.58706 0.33508
C -0.90898 1.08196 2.51941
C -0.32454 -2.39745 2.70572
C -2.59438 -1.57551 1.84696
C -1.10339 -0.13303 3.50162
C 2.31297 1.74343 -3.39046
C 1.95326 0.31411 -3.48325
C 1.10712 2.59788 -2.93201
C 0.78220 -0.08307 -2.52899
C 0.58469 2.26853 -1.55886
C 0.86436 0.76331 -1.20774
Si -0.12624 -0.17057 0.23236
H 1.85104 -2.39164 2.08312
H 1.12472 -0.80194 2.19767
H -3.21277 -1.95042 -0.27777
H -1.60928 -2.37302 0.16004
H -1.83160 1.21356 1.93948
H -0.80233 2.07141 2.99251
H -0.09643 -2.55311 3.75055
H -0.47840 -3.37626 2.22778
H -3.31854 -0.70837 2.01717
H -3.13792 -2.43112 2.16718
H -2.08206 0.01585 4.03192
H -0.36176 -0.20308 4.26828
H 3.16968 1.89385 -2.76552
H 2.74798 2.11896 -4.33494
H 2.84649 -0.35622 -3.23692
H 1.64671 0.02107 -4.43893
H 1.45653 3.63485 -2.91427
H 0.35808 2.67616 -3.73984
H -0.14432 0.01858 -3.02989
H 0.96164 -1.19969 -2.32723
H -0.47860 2.41098 -1.61091
H 0.85832 3.03339 -0.84031
H 1.92108 0.67034 -0.81931
*
```

Summary:
HOMO energy: -0.301 Eh
frontier orbital gap: 0.3353 hartree

***

Across the entries above, E takes the values -130829.6504, -27029.5139, -28328.4370 eV, respectively.
Across the entries above, energy relative to the best compared isomer or geometry (same formula, charge and spin) takes the values 0.0, 29.5, 36.9 kcal per mole, respectively.